Run 1
A single C6H13N molecule. Source: the Open Molecules 2025 dataset; level of theory: the ωB97M-V functional and the def2-TZVPD basis.

As for the highest occupied orbital energy: -7.25 eV. The HOMO-LUMO gap is 8.4062 eV. The SMILES is CCC/C=C/NC.

Geometry as XYZ:
```
20
C6H13N, DFT the ωB97M-V functional and the def2-TZVPD basis
C -0.37 1.33 -2.79
C 0.15 -0.15 -2.73
C 0.73 -0.33 -1.33
C -0.23 -0.02 -0.18
C 0.16 -0.13 1.14
N -0.54 -0.23 2.34
C 0.07 -0.68 3.59
H -1.36 1.30 -2.89
H -0.31 1.96 -1.92
H 0.04 1.97 -3.63
H 0.85 -0.36 -3.52
H -0.60 -0.82 -3.03
H 1.38 0.55 -1.35
H 1.29 -1.20 -1.08
H -1.14 0.67 -0.33
H 1.28 -0.20 1.13
H -1.48 -0.23 2.21
H -0.63 -0.46 4.43
H 0.96 0.00 3.64
H 0.40 -1.71 3.72
```

---

Run 2
A single C6H13N molecule. Source: the Open Molecules 2025 dataset; level of theory: the ωB97M-V functional and the def2-TZVPD basis.

As for the highest occupied orbital energy: -9.28 eV. The HOMO-LUMO gap is 10.4254 eV. The SMILES is C=CCC[C@@H](C)N.

Geometry as XYZ:
```
20
C6H13N, DFT the ωB97M-V functional and the def2-TZVPD basis
C -1.89 1.47 1.10
C -0.54 0.97 0.58
C -0.56 -0.58 0.69
C 0.52 -1.29 -0.13
C 1.41 -1.64 -2.40
C 0.77 -0.85 -1.57
N 0.62 1.46 1.30
H -2.74 1.23 0.46
H -1.87 2.52 1.41
H -2.03 0.99 2.07
H -0.35 1.23 -0.45
H -1.58 -0.90 0.48
H -0.35 -0.78 1.74
H 1.43 -1.07 0.36
H 0.35 -2.35 -0.19
H 1.68 -1.40 -3.42
H 1.72 -2.62 -2.06
H 0.41 0.13 -1.87
H 0.59 1.32 2.31
H 0.76 2.45 1.15
```

---

Computed energies relative to the best structure, in eV: run 1 1.730; run 2 0.000

---

Run 1
A single C6H13N molecule. Source: the Open Molecules 2025 dataset; level of theory: the ωB97M-V functional and the def2-TZVPD basis.

As for the highest occupied orbital energy: -9.20 eV. The HOMO-LUMO gap is 10.2961 eV. The SMILES is C=C[C@H](C)CCN.

Geometry as XYZ:
```
20
C6H13N, DFT the ωB97M-V functional and the def2-TZVPD basis
C 0.04 -0.83 -0.35
C 0.82 0.43 -0.79
C 1.31 1.39 0.30
C 0.47 -1.40 1.00
N 0.23 1.97 1.09
C -1.46 -0.59 -0.37
C -2.30 -1.21 -1.20
H 0.26 -1.60 -1.10
H 0.63 2.64 1.75
H -0.39 2.50 0.48
H 1.72 0.09 -1.33
H 0.24 0.99 -1.53
H 1.87 2.20 -0.18
H 2.02 0.88 0.96
H -1.85 0.13 0.34
H 0.02 -2.39 1.16
H 1.55 -1.52 1.05
H 0.15 -0.76 1.83
H -3.37 -1.00 -1.17
H -1.95 -1.94 -1.93
```

---

Run 2
A single C6H13N molecule. Source: the Open Molecules 2025 dataset; level of theory: the ωB97M-V functional and the def2-TZVPD basis.

As for the highest occupied orbital energy: -8.69 eV. The HOMO-LUMO gap is 9.7741 eV. The SMILES is C[C@H]1N(C)C1(C)C.

Geometry as XYZ:
```
20
C6H13N, DFT the ωB97M-V functional and the def2-TZVPD basis
C 2.22 -0.97 0.32
C 1.12 0.12 0.34
N 0.34 0.10 -0.89
C -0.01 1.29 -1.61
C -0.41 -0.09 0.32
C -1.61 0.99 0.68
C -0.96 -1.50 0.53
H 3.10 -0.59 -0.24
H 2.58 -1.28 1.30
H 1.89 -1.85 -0.23
H 1.46 1.05 0.78
H -0.77 1.00 -2.35
H -0.48 2.00 -0.92
H 0.85 1.69 -2.14
H -1.94 0.72 1.68
H -1.63 2.11 0.72
H -2.45 0.79 -0.01
H -0.37 -2.24 -0.02
H -1.99 -1.55 0.16
H -0.95 -1.79 1.59
```

---

Run 3
A single C6H13N molecule. Source: the Open Molecules 2025 dataset; level of theory: the ωB97M-V functional and the def2-TZVPD basis.

As for the highest occupied orbital energy: -5.88 eV. The HOMO-LUMO gap is 6.8619 eV.

Geometry as XYZ:
```
20
C6H13N, DFT the ωB97M-V functional and the def2-TZVPD basis
C -2.27 1.40 0.27
C -0.82 1.08 0.40
N -0.25 -0.10 0.11
C -1.08 -1.31 0.11
C 1.05 -0.25 -0.20
C 1.73 -1.57 -0.01
C 1.81 0.98 -0.54
H -2.94 0.76 0.85
H -2.44 2.42 0.63
H -2.65 1.37 -0.76
H -0.12 1.89 0.60
H -0.98 -1.83 -0.85
H -0.75 -1.98 0.91
H -2.13 -1.05 0.27
H 2.81 -1.44 -0.15
H 1.60 -1.98 1.01
H 1.41 -2.35 -0.71
H 1.18 1.64 -1.16
H 2.71 0.73 -1.11
H 2.13 1.60 0.32
```

---

Computed energies relative to the best structure, in eV: run 1 0.000; run 2 1.211; run 3 1.637

---

Run 1
2 unconnected molecules or ions with the total composition C6H13N. Source: the Open Molecules 2025 dataset; level of theory: the ωB97M-V functional and the def2-TZVPD basis.

As for the highest occupied orbital energy: -7.72 eV. The HOMO-LUMO gap is 8.6638 eV.

Geometry as XYZ:
```
20
C6H13N, DFT the ωB97M-V functional and the def2-TZVPD basis
C -1.64 0.03 -2.77
C 0.77 0.15 -0.99
C 0.42 -1.23 -0.52
N 0.86 -0.47 0.63
C 0.99 -1.00 1.99
C -0.07 -0.01 1.62
C -0.01 1.45 1.96
H -2.38 -0.59 -2.24
H -1.08 -0.60 -3.46
H -2.15 0.83 -3.32
H 1.74 0.07 -1.52
H -0.95 0.47 -2.04
H 1.10 -2.06 -0.73
H -0.62 -1.54 -0.49
H 1.85 -0.70 2.59
H 0.67 -2.03 2.12
H -1.08 -0.42 1.51
H -0.55 1.67 2.89
H 1.02 1.79 2.06
H -0.47 2.01 1.14
```

---

Run 2
2 unconnected molecules or ions with the total composition C6H13N. Source: the Open Molecules 2025 dataset; level of theory: the ωB97M-V functional and the def2-TZVPD basis.

As for the highest occupied orbital energy: -6.92 eV. The HOMO-LUMO gap is 7.8762 eV.

Geometry as XYZ:
```
20
C6H13N, DFT the ωB97M-V functional and the def2-TZVPD basis
C -1.92 1.99 0.20
C -0.92 1.04 0.81
N -0.68 -0.23 0.12
C -1.33 -1.27 -0.31
C 0.33 0.62 0.14
C 1.95 -2.24 0.55
C 1.17 1.10 -0.99
H -2.95 1.76 0.49
H -1.70 3.01 0.54
H -1.86 1.98 -0.89
H -0.97 0.96 1.90
H -0.86 -1.91 -1.05
H 1.14 -2.87 0.92
H -2.29 -1.51 0.13
H 1.78 -1.20 0.85
H 2.90 -2.59 0.97
H 1.99 -2.30 -0.54
H 0.58 1.51 -1.82
H 1.78 0.28 -1.39
H 1.86 1.88 -0.65
```

---

Computed energies relative to the best structure, in eV: run 1 1.765; run 2 0.000

---

Run 1
A single C6H13N molecule. Source: the Open Molecules 2025 dataset; level of theory: the ωB97M-V functional and the def2-TZVPD basis.

As for the highest occupied orbital energy: -9.22 eV. The HOMO-LUMO gap is 10.2921 eV. The SMILES is CCC/C(C)=N/C.

Geometry as XYZ:
```
20
C6H13N, DFT the ωB97M-V functional and the def2-TZVPD basis
C -0.68 -0.31 2.96
C -0.05 -0.33 1.57
N -0.47 -0.70 -1.59
C 0.27 -0.96 -2.81
C -0.13 0.26 -0.82
C 1.02 1.23 -1.04
C -0.88 0.38 0.49
H -1.53 -1.00 3.01
H 0.04 -0.61 3.72
H -1.05 0.69 3.22
H 0.95 0.14 1.61
H -0.39 -0.79 -3.66
H 1.19 -0.37 -2.95
H 0.54 -2.03 -2.82
H 1.11 1.91 -0.19
H 1.97 0.70 -1.14
H 0.87 1.83 -1.94
H 0.11 -1.36 1.25
H -1.85 -0.11 0.38
H -1.04 1.43 0.76
```

---

Run 2
A molecular structure, C6H13N. Source: the Open Molecules 2025 dataset; level of theory: the ωB97M-V functional and the def2-TZVPD basis.

As for the highest occupied orbital energy: -6.08 eV. The HOMO-LUMO gap is 3.2129 eV.

Geometry as XYZ:
```
20
C6H13N, DFT the ωB97M-V functional and the def2-TZVPD basis
C 1.74 -0.72 -0.46
C 0.35 -0.30 -0.63
C -0.22 0.16 0.67
C -1.73 0.56 0.55
C -2.68 -0.24 0.00
C -4.07 -0.04 -0.01
N 2.59 0.31 0.14
H 1.82 -1.53 0.25
H 2.07 -1.08 -1.52
H -0.11 -1.22 -1.04
H 0.15 0.52 -1.42
H -0.01 -0.77 1.32
H 0.34 0.99 1.13
H -2.25 1.42 1.02
H 5.27 1.21 0.91
H -2.34 -1.02 -0.64
H -4.73 -0.83 -0.47
H -4.43 0.87 0.41
H 5.53 0.68 0.40
H 2.71 1.03 -0.59
```

---

Run 3
A single C6H13N molecule. Source: the Open Molecules 2025 dataset; level of theory: the ωB97M-V functional and the def2-TZVPD basis.

As for the highest occupied orbital energy: -8.96 eV. The HOMO-LUMO gap is 10.0221 eV. The SMILES is C=C(C)C[C@@H](C)N.

Geometry as XYZ:
```
20
C6H13N, DFT the ωB97M-V functional and the def2-TZVPD basis
C -2.41 -0.75 -0.12
C -1.05 -0.14 -0.55
C -0.13 0.10 0.64
C 1.36 0.09 0.28
C 1.80 0.41 -0.95
C 2.33 -0.22 1.35
N -1.28 1.02 -1.44
H -3.04 -0.07 0.45
H -2.08 -1.54 0.55
H -3.03 -1.12 -0.93
H -0.49 -0.89 -1.14
H -0.21 -0.70 1.38
H -0.45 0.97 1.22
H 1.16 0.66 -1.78
H 2.85 0.27 -1.18
H 3.22 -0.69 0.92
H 2.51 0.63 2.00
H 1.97 -1.02 2.02
H -2.27 1.14 -1.54
H -0.76 1.84 -1.20
```

---

Run 4
A single C6H13N molecule. Source: the Open Molecules 2025 dataset; level of theory: the ωB97M-V functional and the def2-TZVPD basis.

As for the highest occupied orbital energy: -7.44 eV. The HOMO-LUMO gap is 8.2265 eV. The SMILES is CCC(=CN)CC.

Geometry as XYZ:
```
20
C6H13N, DFT the ωB97M-V functional and the def2-TZVPD basis
C 0.92 -2.39 0.49
C 1.10 -0.82 0.47
C -0.09 0.10 0.11
C -1.14 -0.27 -0.60
N -2.40 -0.19 0.16
C 0.19 1.56 0.21
C 1.17 1.98 -0.85
H 0.07 -2.54 1.12
H 1.86 -2.87 1.04
H 0.74 -2.80 -0.47
H 1.99 -0.61 -0.08
H 1.50 -0.55 1.56
H -0.90 -1.13 -1.40
H -3.10 0.01 -0.62
H -2.22 0.70 0.68
H 0.38 1.82 1.31
H -0.80 2.03 0.09
H 2.00 1.29 -0.92
H 0.66 2.02 -1.70
H 1.71 3.01 -0.75
```

---

Computed energies relative to the best structure, in eV: run 1 0.000; run 2 7.656; run 3 0.524; run 4 3.500

---

Run 1
13 unconnected molecules or ions with the total composition C3H33NO12S2. Source: the Open Molecules 2025 dataset; level of theory: the ωB97M-V functional and the def2-TZVPD basis.

As for the highest occupied orbital energy: -8.29 eV. The HOMO-LUMO gap is 8.2072 eV.

Geometry as XYZ:
```
51
C3H33NO12S2, DFT the ωB97M-V functional and the def2-TZVPD basis
S 1.56 1.22 3.94
S 2.78 1.03 2.46
C 2.47 -0.75 1.48
C 1.57 -0.66 0.34
C 0.10 -1.19 0.63
N -0.59 -1.11 -0.62
H 0.22 1.10 3.47
H 3.43 -0.90 1.17
H 2.29 -1.68 1.98
H 1.71 0.34 -0.23
H 2.19 -1.38 -0.37
H 0.09 -2.07 1.20
H -0.33 -0.54 1.42
H -1.01 -0.22 -1.00
H -0.19 -1.71 -1.32
H -0.42 -2.23 -3.33
H 0.58 -1.44 -4.03
O 0.44 -2.35 -3.63
H -3.49 -0.70 -0.65
H -4.88 -0.26 -1.14
O -4.06 0.06 -0.97
H -2.74 0.98 -1.86
H -2.52 1.79 -0.72
O -2.00 1.43 -1.53
H -1.17 -0.84 4.09
H -0.03 -1.69 3.92
O -0.96 -1.55 3.56
H 1.45 -4.40 -2.54
H 2.44 -3.19 -2.73
O 2.29 -4.04 -2.29
H -2.20 -2.01 -0.04
H -2.97 -1.64 1.14
O -3.19 -1.99 0.24
H -1.20 1.45 -4.46
H -1.36 2.20 -3.08
O -0.75 2.05 -3.77
H 2.71 -3.77 0.54
H 1.73 -4.03 -0.52
O 1.79 -3.56 0.33
H -1.63 0.29 1.95
H -3.18 -0.07 2.20
O -2.43 0.55 2.41
H 2.28 0.82 -4.07
H 0.67 0.81 -3.70
O 1.61 0.39 -3.58
H -1.55 4.14 -0.79
H -1.86 4.41 0.55
O -2.07 3.71 -0.09
H -0.91 4.34 -3.31
H 0.36 4.25 -2.34
O -0.52 4.69 -2.45
```

---

Run 2
13 unconnected molecules or ions with the total composition C3H33NO12S2. Source: the Open Molecules 2025 dataset; level of theory: the ωB97M-V functional and the def2-TZVPD basis.

As for the highest occupied orbital energy: -9.10 eV. The HOMO-LUMO gap is 9.4086 eV.

Geometry as XYZ:
```
51
C3H33NO12S2, DFT the ωB97M-V functional and the def2-TZVPD basis
N -1.48 -1.09 -1.13
C -1.49 -1.34 -2.57
C -0.96 -2.73 -2.91
S 0.78 -3.05 -2.52
S 1.89 -1.63 -3.40
C 2.04 -0.24 -2.26
H -1.15 -0.17 -0.87
H -2.42 -1.14 -0.74
H -2.49 -1.28 -3.01
H -0.89 -0.60 -3.10
H -1.50 -3.48 -2.31
H -1.15 -2.92 -3.97
H 1.11 0.28 -2.07
H 2.45 -0.57 -1.29
H 2.76 0.43 -2.74
H -3.22 1.62 0.68
H -2.27 2.45 -0.30
O -2.63 2.41 0.61
H -4.68 -0.10 1.14
H -3.16 -0.52 1.32
O -3.80 -0.01 0.76
H -1.04 2.66 -2.38
H -0.21 2.25 -1.13
O -1.07 2.10 -1.60
H 0.62 0.74 2.77
H 2.04 1.24 3.14
O 1.28 0.77 3.50
H -1.43 -1.89 1.81
H -1.38 -0.41 2.24
O -1.95 -1.21 2.30
H 0.34 2.30 4.30
H -1.17 2.51 4.05
O -0.35 2.98 4.22
H -1.28 1.56 1.29
H 0.15 1.34 0.84
O -0.52 0.94 1.46
H 0.10 -3.42 0.57
H -0.33 -2.04 0.02
O -0.05 -2.51 0.85
H 1.96 2.00 0.29
H 0.86 3.14 0.55
O 1.18 2.46 -0.10
H -0.16 3.75 2.66
H -1.12 3.97 1.47
O -0.18 4.02 1.71
H 2.81 0.07 1.25
H 4.02 1.03 0.92
O 3.09 1.03 1.17
H 2.04 -1.04 2.67
H 1.50 -1.80 1.39
O 2.30 -1.43 1.81
```

---

Computed energies relative to the best structure, in eV: run 1 6.177; run 2 0.000

---

Run 1
2 unconnected molecules or ions with the total composition C2H7O2. Source: the Open Molecules 2025 dataset; level of theory: the ωB97M-V functional and the def2-TZVPD basis.

As for the highest occupied orbital energy: -1.18 eV. The HOMO-LUMO gap is 5.2382 eV. The total charge is -1.

Geometry as XYZ:
```
11
C2H7O2, DFT the ωB97M-V functional and the def2-TZVPD basis
H -1.35 -0.54 -2.06
O -1.91 -0.55 0.02
H -2.13 0.12 -0.74
C -0.55 -0.72 -0.07
H -0.21 -1.33 0.79
H 0.05 -1.06 -0.94
C 1.26 0.82 0.62
O -0.06 0.74 0.16
H 1.52 1.87 0.79
H 1.40 0.26 1.56
H 1.98 0.40 -0.12
```

---

Run 2
2 unconnected molecules or ions with the total composition C2H7O2. Source: the Open Molecules 2025 dataset; level of theory: the ωB97M-V functional and the def2-TZVPD basis.

As for the highest occupied orbital energy: -2.90 eV. The HOMO-LUMO gap is 7.5368 eV. The total charge is -1.

Geometry as XYZ:
```
11
C2H7O2, DFT the ωB97M-V functional and the def2-TZVPD basis
C -0.27 -0.30 -0.83
O 0.70 0.54 -1.31
C -1.16 0.26 0.34
H -1.03 -0.57 -1.60
H 0.20 -1.23 -0.45
H -2.19 0.42 0.00
H -1.19 -0.42 1.20
H -0.85 1.22 0.77
H 1.69 0.36 -0.06
H 1.76 -0.43 1.23
O 2.32 0.17 0.72
```

---

Computed energies relative to the best structure, in eV: run 1 3.411; run 2 0.000